Here is a single C3H5NO2 molecule from the Open Molecules 2025 dataset. Energies are from ωB97M-V/def2-TZVPD.

Geometry as XYZ:
```
11
Properties=species:S:1:pos:R:3:forces:R:3
O 0.6401 -1.2455 1.7616 -0.2 -0.1 -0.3
C 0.4392 -1.0468 0.4790 0.3 0.3 0.2
C 0.8508 0.3617 0.0853 -0.1 -0.1 0.1
N -0.0514 0.7319 -0.9903 -0.1 0.2 0.1
C -1.3493 0.2731 -0.8419 -0.1 -0.1 -0.3
O -2.1760 0.1733 -1.7142 0.2 0.5 0.4
H 0.3257 -2.1511 1.9156 0.3 0.1 0.2
H -1.5459 -0.0081 0.2154 -0.2 -0.2 -0.3
H 0.9215 1.1252 0.8764 -0.1 -0.3 0.1
H 1.8752 0.1882 -0.2904 -0.2 0.1 -0.1
H 0.0701 1.5980 -1.4965 0.2 -0.4 -0.2
```
Forces are in eV/Å.

The total energy comes out at -322.4433 a.u. Its net charge is 0. The calculation puts the energy above the lowest of the compared OMol25 structures with the same formula, charge and spin at 82.2 kcal per mole. Its HOMO energy is -9.00 eV.

Formally, the Löwdin partial charges of the atoms, in units of the elementary charge, are as follows: atom 1 (O): 0.026, atom 2 (C): -0.074, atom 3 (C): -0.234, atom 4 (N): -0.006, atom 5 (C): -0.386, atom 6 (O): 0.048, atom 7 (H): 0.111, atom 8 (H): 0.125, atom 9 (H): 0.121, atom 10 (H): 0.131, atom 11 (H): 0.139